Entry 1:
56
Properties=species:S:1:pos:R:3 method="wB97M-V/def2-TZVPD" spin_multiplicity=1 molar_mass_g_mol=391.54 e_homo_ev=-8.819 e_lumo_ev=-0.05 smiles="CC[C@@H](CC(=O)N(C)[C@@H]1CN(C(=O)/C=C/c2cc(C)no2)CC12CC2)SC" total_energy_ev=-42657.217
S -0.385 -0.724 -2.639
O 0.436 2.901 -1.142
O -5.162 -1.697 3.076
O -0.560 -0.857 4.974
N 0.569 1.211 0.352
N -0.117 -0.815 2.772
N -6.528 -1.910 3.134
C 0.865 0.520 -3.142
C -0.116 -2.007 -3.880
C -0.457 -0.816 1.350
C 0.254 1.657 -3.958
C 0.381 2.112 1.479
C 1.898 -0.488 1.635
C -5.725 -1.535 5.200
C -0.963 -0.941 3.822
C -8.283 -1.993 4.816
C -4.699 -1.475 4.316
C -2.397 -1.195 3.502
C -6.861 -1.814 4.391
C -3.282 -1.226 4.495
C 3.005 -1.412 1.208
C 0.765 -0.200 0.655
C 0.792 1.762 -0.883
C -0.349 1.196 -5.277
C 1.303 -0.597 3.026
C 3.270 0.057 1.407
C 1.636 1.010 -1.909
H 3.424 0.674 0.530
H -0.795 -2.824 -3.641
H 3.843 0.355 2.275
H 1.438 0.309 3.621
H -8.633 -2.994 4.568
H 1.576 -0.024 -3.770
H 0.907 -2.380 -3.840
H 0.264 3.120 1.097
H 1.040 2.395 -4.144
H -2.936 -1.058 5.508
H -0.340 -1.645 -4.881
H -0.498 2.168 -3.356
H 1.250 2.065 2.139
H -1.186 0.517 -5.107
H 2.361 1.757 -2.240
H -8.380 -1.849 5.890
H -0.510 1.851 2.054
H 2.984 -1.793 0.195
H 0.391 0.680 -5.895
H 3.396 -2.101 1.944
H -0.723 2.045 -5.848
H 0.915 -0.719 -0.285
H -1.352 -0.230 1.145
H -2.708 -1.367 2.481
H -8.927 -1.276 4.309
H -5.683 -1.401 6.267
H 2.188 0.181 -1.472
H -0.618 -1.833 0.982
H 1.723 -1.424 3.602



Entry 2:
54
Properties=species:S:1:pos:R:3 method="wB97M-V/def2-TZVPD" spin_multiplicity=1 molar_mass_g_mol=339.49 e_homo_ev=-7.087 e_lumo_ev=0.18 total_energy_ev=-28648.395
N 2.358 3.154 0.419
N 1.104 1.163 0.295
N 2.388 -3.993 -3.763
N -1.290 0.549 -0.460
N -4.141 -4.007 3.752
C -1.301 -0.672 -1.078
C -3.055 0.515 -1.820
C -2.430 1.255 -0.804
C -2.387 -0.676 -1.949
C 0.958 -0.790 -4.079
C 2.169 2.006 -1.453
C 2.414 -1.378 -4.003
C -3.635 -2.959 4.063
C -0.043 -0.571 1.223
C -0.871 -0.356 4.233
C 3.351 1.740 -0.851
C 3.450 2.376 0.344
C 0.327 -0.658 -2.647
C 2.419 -2.853 -3.889
C 1.526 2.976 -0.678
C -3.000 -1.743 4.455
C 0.849 -0.166 0.277
C 0.227 1.651 1.168
C -1.596 -1.608 3.831
C -0.487 0.657 1.808
H 2.863 -1.061 -4.944
H -0.722 -0.369 -2.700
H -0.521 -1.368 -0.807
H 0.054 -0.241 3.669
H 3.024 -0.972 -3.197
H -1.304 0.850 2.486
H 1.768 1.602 -2.370
H 0.241 -1.661 -2.228
H -2.550 2.237 -0.371
H 4.195 1.184 -1.229
H -1.467 0.555 4.172
H 0.228 2.727 1.259
H -0.666 0.846 0.277
H 4.263 2.503 1.043
H 0.802 0.035 -1.952
H 1.662 1.730 -0.327
H -3.890 0.798 -2.444
H 2.240 3.814 1.174
H 0.975 0.200 -4.535
H -2.901 -1.768 5.541
H -2.655 -1.518 -2.570
H -1.003 -2.447 4.195
H 1.340 -0.782 -0.461
H -0.341 -1.604 1.329
H -0.602 -0.416 5.288
H 0.586 3.493 -0.802
H 0.448 -1.352 -4.861
H -3.667 -0.913 4.221
H -1.704 -1.716 2.752



Entry 3:
55
Properties=species:S:1:pos:R:3 method="wB97M-V/def2-TZVPD" spin_multiplicity=1 molar_mass_g_mol=355.49 e_homo_ev=-8.163 e_lumo_ev=0.42 smiles="CC(C)=CCN1CCN(Cc2cccn2-c2ncccn2)C[C@@H]1CCO" total_energy_ev=-30707.768
O -0.101 4.216 -1.391
N 1.380 1.906 -0.632
N 1.659 0.345 1.790
N -1.953 -2.735 1.040
N 0.305 -2.657 1.446
N -1.135 -1.604 2.948
C 2.503 -2.847 1.227
C -1.892 0.978 -4.137
C 0.546 -3.704 0.582
C 0.391 1.937 0.451
C 2.674 1.682 -0.004
C -2.373 -1.302 3.289
C 0.045 1.325 -2.655
C 1.887 -3.852 0.439
C -0.994 2.398 -0.005
C 1.142 0.937 -1.709
C -0.968 -2.307 1.831
C -3.185 -2.426 1.391
C 2.726 0.379 0.804
C 1.686 -0.856 2.623
C 1.521 -2.126 1.848
C -3.470 -1.689 2.533
C 0.352 0.608 1.215
C -0.955 -0.963 -2.797
C -0.982 3.891 -0.350
C -0.865 0.496 -3.157
H -1.705 2.238 0.808
H -1.977 4.211 -0.674
H 0.766 2.686 1.162
H -1.090 -1.100 -1.724
H 2.389 -4.587 -0.159
H 0.052 2.361 -2.962
H -0.275 -4.252 0.167
H 3.449 1.665 -0.773
H -1.321 1.823 -0.870
H -2.896 0.794 -3.752
H -0.360 0.686 2.040
H -4.478 -1.437 2.815
H 2.681 -0.480 0.113
H 0.704 3.688 -1.257
H 2.871 2.526 0.663
H 2.659 -0.878 3.121
H -0.050 -1.495 -3.090
H 3.676 0.326 1.341
H -1.782 2.042 -4.328
H 0.962 -0.076 -1.330
H -1.799 -1.427 -3.302
H 0.900 -0.754 3.371
H 3.558 -2.686 1.332
H 2.074 0.906 -2.288
H -2.478 -0.732 4.204
H -3.963 -2.783 0.729
H 0.002 -0.195 0.545
H -0.718 4.462 0.556
H -1.795 0.440 -5.079



Entry 4:
57
Properties=species:S:1:pos:R:3 method="wB97M-V/def2-TZVPD" spin_multiplicity=1 molar_mass_g_mol=387.48 e_homo_ev=-7.922 e_lumo_ev=0.67 smiles="CCCC(=O)Nc1ccc2c(c1)nc(CN1CCN(C(=O)OCC)CC1)n2C" total_energy_ev=-34805.649
O 4.218 5.103 2.697
O 5.004 3.445 1.382
O -3.611 -4.146 -3.573
N -0.913 -0.737 1.439
N 0.438 2.486 1.691
N 2.817 3.957 1.337
N -2.535 -4.226 -1.562
N -1.585 0.923 0.106
C -2.752 -1.839 -2.073
C 1.632 4.597 1.859
C 2.531 2.820 0.493
C 7.298 2.831 1.143
C -1.928 -0.245 -0.532
C 0.766 3.575 2.596
C 1.655 1.822 1.251
C -0.990 0.555 1.280
C -3.867 -6.904 -3.793
C 6.315 3.733 1.867
C -0.505 1.545 2.282
C -1.495 -1.283 0.325
C 4.025 4.230 1.883
C -3.141 -4.775 -2.653
C -2.330 -2.878 -1.230
C -1.828 2.254 -0.373
C -2.557 -0.517 -1.736
C -3.891 -8.425 -3.727
C -3.161 -6.297 -2.584
C -1.696 -2.611 -0.025
H -3.669 -6.600 -1.664
H -1.368 -3.403 0.630
H -1.657 2.289 -1.450
H 2.219 1.415 2.107
H -2.879 -8.825 -3.701
H 1.066 5.021 1.022
H -0.068 0.982 3.121
H -2.186 -4.871 -0.866
H 8.304 3.032 1.497
H 7.056 1.788 1.328
H -3.241 -2.092 -2.998
H 6.341 3.561 2.949
H -0.160 4.052 2.924
H -4.886 -6.517 -3.837
H -4.399 -8.835 -4.596
H 6.537 4.791 1.687
H -2.130 -6.658 -2.534
H -4.415 -8.763 -2.834
H 7.253 3.013 0.072
H -3.357 -6.578 -4.700
H -1.143 2.937 0.126
H 1.308 3.213 3.486
H 3.464 2.354 0.184
H 1.945 5.395 2.532
H -2.861 2.555 -0.173
H -2.893 0.272 -2.392
H -1.358 2.119 2.660
H 1.385 0.993 0.594
H 1.990 3.177 -0.391



Entry 5:
58
Properties=species:S:1:pos:R:3 method="wB97M-V/def2-TZVPD" spin_multiplicity=1 molar_mass_g_mol=536.34 e_homo_ev=-17.339 e_lumo_ev=-9.84 charge=+3 total_energy_ev=-57629.641
Sn 0.151 0.473 -0.097
S 0.626 0.528 -2.872
S -1.257 0.242 1.910
N 1.066 4.703 -0.399
N -0.791 -1.514 -1.043
N 2.205 -0.601 -0.089
N -1.898 1.102 -1.081
N 0.364 2.653 -0.112
N 1.230 0.987 1.991
C -0.425 3.488 0.659
C 1.447 1.303 4.712
C 4.390 -0.950 -0.965
C 1.258 3.426 -0.728
C 0.193 0.717 2.784
C 2.368 1.461 2.522
C -2.811 -0.053 -1.115
C 0.467 -1.251 -3.201
C 0.008 4.761 0.474
C 2.506 1.659 3.877
C 3.133 -0.386 -1.039
C 3.755 -1.930 1.127
C -1.737 1.930 -2.284
C 2.505 -1.366 0.973
C 1.867 5.854 -0.850
C 0.265 0.831 4.165
C 0.177 -2.113 -1.970
C -0.960 1.259 -3.404
C 4.710 -1.727 0.140
C -2.139 -1.315 -1.646
H 3.184 1.650 1.833
H -0.268 -1.351 -3.997
H -0.582 0.571 4.784
H -2.271 1.730 -0.372
H 5.107 -0.774 -1.755
H 2.029 5.798 -1.923
H -2.783 -2.156 -1.391
H 3.969 -2.532 2.000
H -2.056 -1.302 -2.729
H -0.357 5.690 0.879
H -1.526 0.489 -3.925
H 1.546 1.388 5.786
H -1.217 3.119 1.290
H 2.019 3.080 -1.410
H -1.206 2.830 -1.986
H 2.851 0.244 -1.871
H 2.825 5.864 -0.336
H 1.097 -2.271 -1.413
H -2.706 2.235 -2.686
H 1.329 6.766 -0.613
H 1.427 -1.575 -3.601
H 1.722 -1.533 1.702
H 3.427 2.061 4.272
H -0.701 2.026 -4.133
H -3.707 0.175 -1.696
H -3.122 -0.253 -0.088
H -0.872 -2.115 -0.225
H -0.153 -3.090 -2.332
H 5.692 -2.174 0.230



Entry 6:
66
Properties=species:S:1:pos:R:3 method="wB97M-V/def2-TZVPD" spin_multiplicity=3 molar_mass_g_mol=720.65 e_homo_ev="-2.636 / -5.173" e_lumo_ev="2.16 / 2.12" charge=-1 s_squared=2.018 total_energy_ev=-61538.263
Pt -1.283 -1.558 1.109
S 0.818 3.785 -3.054
O 0.572 5.181 -3.335
O -0.311 -4.051 2.035
O -4.488 -4.014 0.479
O 0.012 2.794 -3.731
O -2.502 -4.174 1.456
O -0.229 3.673 3.590
O -0.361 4.967 1.732
N -5.818 -2.095 1.763
N -3.522 0.423 2.635
N -1.170 0.566 1.056
N -3.461 -2.084 1.450
N -0.965 2.597 0.247
N -0.420 3.816 2.333
N -3.510 -3.408 0.999
N -4.653 -0.173 2.103
C -4.600 -1.490 1.734
C 2.528 3.427 -3.433
C -1.231 1.285 -0.040
C -0.702 3.638 -0.739
C 1.808 -1.353 0.536
C -0.064 -5.449 2.049
C -0.887 -4.154 -0.324
C -1.172 -3.579 1.052
C 0.613 -1.441 0.732
C 3.889 -0.040 0.594
C 6.001 -1.018 -0.031
C 0.739 3.531 -1.293
C 2.779 3.755 -4.903
C 3.982 -2.332 -0.127
C 3.225 -1.246 0.327
C -0.835 1.396 2.102
C -1.633 0.782 -1.382
C 5.355 -2.217 -0.303
C -0.704 2.676 1.623
C 5.261 0.069 0.418
H -1.572 -3.707 -1.043
H 0.507 -5.645 2.955
H 0.530 -5.765 1.187
H 5.758 1.007 0.639
H 3.479 -3.268 -0.336
H -2.675 1.042 -1.605
H 1.384 4.301 -0.866
H -0.790 4.568 -0.196
H -6.616 -1.484 1.709
H 3.136 4.035 -2.760
H 3.310 0.802 0.955
H -1.545 -0.300 -1.370
H 3.810 3.528 -5.170
H 1.165 2.541 -1.100
H -5.536 0.077 2.514
H -1.021 1.187 -2.185
H 2.666 2.368 -3.212
H -1.027 -5.239 -0.348
H 2.115 3.169 -5.540
H 2.587 4.811 -5.093
H 5.926 -3.070 -0.652
H -3.455 0.326 3.637
H -3.436 1.385 2.352
H -5.842 -2.937 1.192
H -0.991 -6.028 2.079
H -0.693 1.045 3.109
H -1.442 3.594 -1.538
H 0.135 -3.898 -0.607
H 7.073 -0.932 -0.166



Entry 7:
54
Properties=species:S:1:pos:R:3 method="wB97M-V/def2-TZVPD" spin_multiplicity=1 molar_mass_g_mol=347.45 e_homo_ev=-7.963 e_lumo_ev=0.75 smiles="CCCCN1C(=O)C(C)=C(C)[C@H]1OCCc1ccc(OC)c(OC)c1" total_energy_ev=-30890.573
O 2.235 0.785 2.323
O -3.399 -0.399 1.985
O -4.342 0.972 0.004
O 1.262 -1.219 -1.510
N 1.610 0.456 0.140
C -1.453 -1.919 -0.765
C 1.466 3.436 -0.069
C 2.443 0.347 1.211
C -1.963 -1.184 -1.816
C 0.405 2.484 -0.614
C 2.121 -0.223 -1.025
C 1.472 4.762 -0.819
C -0.346 -2.913 -0.976
C -4.882 1.757 -1.027
C -1.927 -1.675 0.524
C -2.880 -1.057 3.113
C 1.002 -2.285 -0.609
C 4.776 -0.689 1.653
C 3.635 -0.411 0.740
C 4.368 -1.474 -1.466
C -2.933 -0.214 -1.597
C 3.467 -0.731 -0.546
C 0.353 1.165 0.160
C -3.403 0.038 -0.321
C -2.888 -0.710 0.763
H 4.502 -0.384 2.660
H 2.228 0.469 -1.873
H -5.407 1.145 -1.769
H -3.405 -0.633 3.967
H 2.450 2.967 -0.150
H 4.981 -2.184 -0.915
H 1.803 -3.035 -0.678
H 0.969 -1.909 0.420
H -1.598 -1.352 -2.817
H 3.784 -1.998 -2.219
H 1.276 3.614 0.991
H -4.112 2.352 -1.529
H -0.424 0.521 -0.262
H -3.310 0.345 -2.438
H 5.034 -0.779 -1.979
H 0.131 1.359 1.213
H 0.508 5.257 -0.726
H -1.805 -0.878 3.225
H 5.659 -0.130 1.344
H -1.522 -2.252 1.341
H -0.579 2.951 -0.542
H -5.594 2.425 -0.545
H -0.494 -3.796 -0.353
H 0.600 2.278 -1.669
H 1.675 4.603 -1.876
H 2.237 5.424 -0.419
H -3.067 -2.135 3.074
H 5.029 -1.749 1.650
H -0.311 -3.217 -2.022



Entry 8:
55
Properties=species:S:1:pos:R:3 method="wB97M-V/def2-TZVPD" spin_multiplicity=1 molar_mass_g_mol=749.48 e_homo_ev=-9.809 e_lumo_ev=-2.80 charge=+1 total_energy_ev=-233373.642
Pt -1.029 0.423 0.757
Se -3.078 -0.661 1.273
Se -1.425 2.223 2.410
Se -1.135 -0.567 -1.447
S 0.881 2.095 -1.124
O 0.782 1.300 0.197
C 1.893 5.967 -0.935
C 0.961 -4.802 -1.896
C -0.245 -2.285 -1.531
C 3.239 4.815 0.702
C 1.592 -6.153 -2.092
C 0.656 -2.778 -0.574
C -0.525 -3.042 -2.680
C 1.284 4.768 -1.280
C 1.232 -4.029 -0.778
C -1.442 -2.582 -3.785
C 1.075 -2.022 0.654
C 2.234 1.280 -1.953
C -3.347 2.151 2.031
C 1.678 3.604 -0.635
C 2.647 3.612 0.360
C 2.866 5.988 0.052
C -2.609 -1.721 2.838
C -1.495 1.848 4.319
C 0.086 -4.281 -2.835
C -3.955 0.796 2.302
H 2.183 -6.181 -3.008
H 3.083 1.229 -1.273
H -2.066 2.658 4.766
H -5.016 0.791 2.058
H 1.819 -2.590 1.212
H 1.506 -1.053 0.401
H 2.248 -6.406 -1.261
H -2.014 -1.116 3.516
H 1.601 6.882 -1.433
H 0.512 4.738 -2.039
H 2.481 1.854 -2.845
H -2.077 -1.748 -3.498
H 1.875 0.286 -2.217
H -3.860 2.926 2.602
H -1.947 0.885 4.538
H -0.474 1.868 4.689
H -3.530 -2.058 3.308
H 3.995 4.842 1.475
H 0.832 -6.931 -2.170
H 1.926 -4.405 -0.034
H -0.141 -4.857 -3.726
H 0.233 -1.837 1.326
H -3.401 2.411 0.975
H -3.846 0.506 3.346
H -2.036 -2.581 2.502
H 3.336 6.923 0.323
H -0.864 -2.277 -4.659
H -2.094 -3.400 -4.094
H 2.916 2.694 0.866